[1]
Entry from the OMol25 dataset: a structure of composition C64H71GeN4O3SV (ωB97M-V/def2-TZVPD).

CARTESIAN COORDINATES (ANGSTROEM)
V: -2.007 -0.406 0.134
C: 0.951 -5.159 -2.114
C: 0.225 -5.465 -0.796
C: -0.094 -4.215 -0.037
C: 0.595 -3.659 1.019
C: 1.819 -4.189 1.703
C: 1.507 -4.927 3.009
C: -0.050 -2.427 1.316
N: -1.110 -2.233 0.466
C: -1.146 -3.310 -0.354
C: -2.100 -3.484 -1.386
C: -3.074 -2.597 -1.719
C: -4.110 -2.857 -2.711
C: -4.206 -4.100 -3.539
C: -4.857 -5.264 -2.782
C: -4.944 -1.801 -2.707
C: -4.439 -0.850 -1.719
C: -5.047 0.318 -1.397
C: -4.648 1.219 -0.378
N: -3.513 1.078 0.381
C: -3.539 2.109 1.291
C: -2.517 2.349 2.238
C: -1.460 1.521 2.485
N: -1.261 0.285 1.905
C: -0.155 -0.265 2.537
C: 0.376 -1.498 2.285
C: 0.378 0.686 3.499
C: -0.410 1.783 3.458
C: -0.274 3.039 4.262
C: -1.183 3.051 5.499
C: 1.626 0.494 4.304
C: 2.863 1.007 3.558
C: -4.685 2.910 1.097
C: -5.384 2.348 0.039
C: -6.715 2.780 -0.501
C: -7.885 2.184 0.293
C: -5.068 4.131 1.881
C: -4.779 5.443 1.140
N: -3.274 -1.347 -1.150
C: -6.182 -1.609 -3.525
C: -5.928 -0.761 -4.777
H: 1.050 -6.053 -2.735
H: 1.950 -4.765 -1.913
H: 0.416 -4.392 -2.677
H: 0.850 -6.116 -0.178
H: -0.695 -6.019 -1.003
H: 2.508 -3.365 1.913
H: 2.348 -4.863 1.025
H: 0.991 -4.266 3.708
H: 2.421 -5.289 3.489
H: 0.855 -5.782 2.819
H: -2.051 -4.404 -1.955
H: -3.206 -4.392 -3.869
H: -4.787 -3.885 -4.439
H: -4.264 -5.535 -1.907
H: -4.953 -6.147 -3.418
H: -5.852 -4.982 -2.433
H: -5.951 0.562 -1.939
H: -2.586 3.255 2.829
H: 1.237 -1.783 2.880
H: -0.509 3.903 3.633
H: 0.765 3.150 4.580
H: -2.234 3.013 5.209
H: -1.023 3.947 6.103
H: -0.983 2.176 6.121
H: 1.761 -0.563 4.542
H: 1.528 1.021 5.257
H: 2.962 0.500 2.597
H: 3.778 0.838 4.132
H: 2.781 2.076 3.356
H: -6.806 2.480 -1.547
H: -6.786 3.870 -0.482
H: -7.805 1.096 0.324
H: -8.849 2.447 -0.152
H: -7.876 2.545 1.323
H: -4.537 4.136 2.836
H: -6.135 4.086 2.121
H: -3.721 5.513 0.879
H: -5.042 6.311 1.751
H: -5.348 5.499 0.210
H: -6.950 -1.132 -2.911
H: -6.576 -2.586 -3.816
H: -5.457 0.186 -4.507
H: -6.858 -0.547 -5.308
H: -5.252 -1.280 -5.459
C: 0.652 2.967 -0.524
S: -1.136 2.977 -0.788
O: -1.379 2.552 -2.199
C: -1.252 4.779 -0.828
C: -1.230 5.513 0.352
C: -1.240 6.898 0.297
C: -1.284 7.544 -0.935
C: -1.340 6.799 -2.107
C: -1.326 5.409 -2.056
H: 1.120 3.280 -1.459
H: 0.915 1.940 -0.268
H: 0.898 3.638 0.299
H: -1.204 4.994 1.307
H: -1.223 7.476 1.213
H: -1.271 8.625 -0.980
H: -1.398 7.302 -3.064
H: -1.368 4.797 -2.949
O: 0.290 -1.301 -2.464
C: 0.516 -0.712 -1.426
O: -0.347 0.034 -0.781
C: 1.887 -0.850 -0.794
C: 3.031 -0.499 -1.746
Ge: 4.721 -0.770 -0.871
C: 4.739 -2.436 0.141
C: 4.597 -3.647 -0.543
C: 4.615 -4.858 0.132
C: 4.776 -4.880 1.512
C: 4.918 -3.688 2.208
C: 4.900 -2.475 1.526
C: 6.161 -0.891 -2.186
C: 7.471 -1.174 -1.792
C: 8.501 -1.230 -2.720
C: 8.236 -1.011 -4.067
C: 6.940 -0.739 -4.477
C: 5.912 -0.677 -3.542
C: 5.145 0.707 0.336
C: 6.277 0.704 1.156
C: 6.562 1.778 1.988
C: 5.718 2.883 2.014
C: 4.592 2.906 1.205
C: 4.312 1.826 0.375
H: 1.960 -1.909 -0.536
H: 1.939 -0.287 0.144
H: 2.962 0.532 -2.110
H: 2.980 -1.140 -2.629
H: 4.470 -3.644 -1.622
H: 4.497 -5.785 -0.416
H: 4.785 -5.824 2.042
H: 5.042 -3.700 3.284
H: 5.001 -1.552 2.084
H: 7.693 -1.366 -0.749
H: 9.512 -1.445 -2.395
H: 9.038 -1.058 -4.793
H: 6.726 -0.574 -5.526
H: 4.905 -0.458 -3.877
H: 6.947 -0.149 1.156
H: 7.442 1.754 2.618
H: 5.940 3.721 2.662
H: 3.928 3.762 1.217
H: 3.427 1.857 -0.249

Summary:
E_LUMO (alpha / beta)	2.2493 / 1.7938	eV
charge	-1
⟨S²⟩	3.802
molecular weight	1099.9	g mol⁻¹
spin multiplicity	4
energy above the lowest of the compared OMol25 structures with the same formula, charge and spin	0.0	kcal per mole
HOMO-LUMO gap (alpha / beta)	4.69 / 5.49	eV


[2]
Entry from the OMol25 dataset: a structure of composition C64H84NO4P2Rb (ωB97M-V/def2-TZVPD).

CARTESIAN COORDINATES (ANGSTROEM)
Rb: 1.491 1.171 -1.076
C: 0.319 4.470 0.098
O: 0.294 3.078 0.373
C: -0.587 2.754 1.385
C: -0.096 2.403 2.643
C: 1.368 2.099 2.918
C: 1.554 0.612 3.166
C: 1.152 0.045 4.367
C: 1.081 -1.327 4.583
C: 1.426 -2.142 3.498
C: 1.867 -1.632 2.297
C: 2.213 -2.539 1.146
C: 1.146 -3.006 0.166
C: 1.293 -4.292 -0.357
C: 0.523 -4.763 -1.409
C: -0.392 -3.882 -1.976
C: -0.595 -2.594 -1.495
C: -1.482 -1.675 -2.321
C: -2.448 -0.750 -1.635
C: -3.660 -1.216 -1.176
C: -4.584 -0.402 -0.513
C: -4.192 0.916 -0.297
C: -2.975 1.425 -0.720
C: -2.523 2.808 -0.298
C: -1.963 2.749 1.112
C: -2.834 2.530 2.168
C: -2.389 2.258 3.458
C: -1.023 2.192 3.665
C: -3.407 1.933 4.548
C: -4.164 0.660 4.142
C: -2.744 1.678 5.903
C: -4.397 3.094 4.706
C: -2.065 0.625 -1.480
O: -0.980 1.084 -1.956
C: -5.911 -0.985 -0.036
C: -5.649 -2.080 1.010
C: -6.676 -1.596 -1.220
C: -6.812 0.073 0.603
C: 0.139 -2.190 -0.367
O: -0.079 -0.944 0.164
C: -1.030 -0.927 1.231
C: 0.671 -6.169 -1.988
C: 1.120 -6.075 -3.454
C: -0.679 -6.897 -1.917
C: 1.700 -7.006 -1.228
C: 2.041 -0.217 2.107
O: 2.561 0.247 1.045
C: 0.594 -1.951 5.888
C: 1.630 -2.954 6.421
C: 0.360 -0.904 6.979
C: -0.733 -2.686 5.644
H: -0.693 4.849 -0.074
H: 0.915 4.606 -0.801
H: 0.765 5.014 0.940
H: 1.687 2.670 3.797
H: 1.980 2.400 2.067
H: 0.864 0.718 5.168
H: 1.327 -3.223 3.583
H: 2.697 -3.441 1.534
H: 2.958 -2.003 0.547
H: 2.063 -4.917 0.077
H: -0.970 -4.189 -2.841
H: -2.029 -2.315 -3.021
H: -0.827 -1.039 -2.923
H: -3.887 -2.269 -1.333
H: -4.859 1.590 0.231
H: -3.369 3.504 -0.315
H: -1.771 3.147 -1.009
H: -3.895 2.517 1.954
H: -0.640 1.928 4.639
H: -3.469 -0.175 4.035
H: -4.671 0.788 3.186
H: -4.912 0.398 4.897
H: -2.066 0.824 5.855
H: -3.508 1.458 6.652
H: -2.178 2.549 6.241
H: -4.934 3.288 3.777
H: -3.873 4.009 4.988
H: -5.134 2.864 5.481
H: -5.024 -2.871 0.596
H: -6.588 -2.528 1.354
H: -5.126 -1.661 1.871
H: -6.096 -2.387 -1.696
H: -6.881 -0.834 -1.974
H: -7.628 -2.025 -0.889
H: -6.348 0.508 1.490
H: -7.757 -0.383 0.910
H: -7.033 0.880 -0.098
H: -2.015 -1.237 0.874
H: -1.085 0.099 1.585
H: -0.696 -1.569 2.051
H: 0.396 -5.526 -4.055
H: 1.233 -7.074 -3.885
H: 2.076 -5.555 -3.527
H: -1.449 -6.359 -2.470
H: -1.012 -6.984 -0.881
H: -0.594 -7.902 -2.340
H: 2.696 -6.565 -1.289
H: 1.748 -8.008 -1.662
H: 1.433 -7.105 -0.175
H: 2.583 -2.453 6.602
H: 1.807 -3.756 5.705
H: 1.287 -3.404 7.358
H: 1.270 -0.339 7.186
H: 0.044 -1.396 7.903
H: -0.422 -0.197 6.695
H: -0.614 -3.462 4.886
H: -1.491 -1.987 5.285
H: -1.100 -3.156 6.563
N: 1.538 -0.256 -3.549
C: 1.665 -0.088 -4.913
C: 1.965 -1.177 -5.736
C: 2.136 -1.017 -7.102
C: 1.998 0.238 -7.673
C: 1.694 1.320 -6.853
C: 1.540 1.199 -5.478
C: 1.150 2.419 -4.689
C: -0.206 2.749 -4.774
C: -0.701 3.891 -4.163
C: 0.185 4.706 -3.477
C: 1.531 4.352 -3.403
C: 2.091 3.206 -3.988
H: 1.369 -1.186 -3.193
H: 0.983 0.459 -3.104
H: 2.060 -2.159 -5.284
H: 2.371 -1.879 -7.717
H: 2.124 0.377 -8.740
H: 1.587 2.309 -7.284
H: -0.886 2.090 -5.309
H: -1.759 4.124 -4.209
H: -0.175 5.609 -2.984
H: 2.179 5.035 -2.841
C: 4.911 2.467 0.666
P: 3.716 3.458 -0.317
C: 3.783 5.013 0.682
C: 4.816 3.987 -1.706
C: 5.420 2.835 -2.506
P: 4.347 1.634 -3.479
C: 5.692 0.307 -3.412
C: 4.834 2.191 -5.181
H: 5.891 2.952 0.728
H: 5.009 1.474 0.228
H: 4.500 2.317 1.665
H: 4.812 5.336 0.863
H: 3.287 4.852 1.641
H: 3.252 5.810 0.156
H: 5.644 4.564 -1.267
H: 4.249 4.663 -2.350
H: 5.991 2.205 -1.816
H: 6.154 3.244 -3.210
H: 6.711 0.676 -3.560
H: 5.472 -0.434 -4.184
H: 5.633 -0.195 -2.443
H: 5.904 2.023 -5.338
H: 4.599 3.247 -5.291
H: 4.270 1.638 -5.931

Summary:
E_LUMO	3.6355	eV
charge	-2
molecular weight	1078.8	g mol⁻¹
spin multiplicity	1
energy above the lowest of the compared OMol25 structures with the same formula, charge and spin	33.1	kcal per mole
HOMO-LUMO gap	4.78	eV


no.,calculated total energy (Ha)
1,-6345.45935
2,-3551.71509